Run P
Molecular formula: C5H11PS
Method: DFT, ωB97M-V with the def2-TZVPD basis set

```
18
C5H11PS (ωB97M-V with the def2-TZVPD basis set)
C 0.87 -1.30 0.07
C 1.50 0.02 0.08
C -0.65 -1.30 -0.14
C 0.04 1.02 0.97
C -1.20 1.22 -1.45
P -1.46 0.32 0.21
S 0.29 0.76 2.78
H 1.13 -1.98 -0.73
H 1.08 -1.81 0.99
H 2.35 0.09 0.74
H 1.73 0.58 -0.85
H -0.97 -1.51 -1.15
H -1.10 -2.08 0.49
H 0.32 2.00 0.82
H -2.01 1.76 -1.80
H -1.00 0.44 -2.13
H -0.35 1.93 -1.51
H -0.59 -0.16 2.61
```

gap between HOMO and LUMO	9.3	eV

Run Q
Molecular formula: C5H11PS
Method: DFT, ωB97M-V with the def2-TZVPD basis set

```
18
C5H11PS (ωB97M-V with the def2-TZVPD basis set)
C -1.41 -0.70 -0.14
C -1.43 0.68 -0.54
C -0.37 -0.84 0.91
C -0.09 1.27 -0.14
C 0.70 0.17 0.54
P 2.10 -0.47 -0.76
S 3.91 0.16 0.21
H -2.42 -1.13 0.13
H -1.09 -1.48 -0.95
H -1.54 0.98 -1.63
H -2.30 1.04 0.03
H -0.79 -0.56 1.83
H 0.04 -1.85 1.19
H 0.45 1.72 -1.01
H -0.36 2.13 0.50
H 1.42 0.52 1.42
H 2.01 -1.93 -0.18
H 4.69 0.53 -0.82
```

structure (SMILES)	SPC1CCCC1
gap between HOMO and LUMO	9.8	eV

Going by the energies, run Q is most stable and the next is 0.777 eV up.

Run P
Molecular formula: C2H4NOP
Method: DFT, ωB97M-V with the def2-TZVPD basis set

```
9
C2H4NOP (ωB97M-V with the def2-TZVPD basis set)
C -1.97 0.55 1.69
C 1.15 0.43 -0.18
N -2.21 0.56 2.81
O -0.50 -1.38 -1.24
P -0.54 0.23 -0.83
H 1.27 1.37 0.40
H 1.86 0.49 -1.05
H 1.34 -0.48 0.50
H -0.39 -1.77 -2.09
```

gap between HOMO and LUMO (spin up / spin down)	7.5 / 7.5	eV

Run Q
Molecular formula: C2H4NOP
Method: DFT, ωB97M-V with the def2-TZVPD basis set

```
9
C2H4NOP (ωB97M-V with the def2-TZVPD basis set)
C 1.21 0.35 0.28
C 0.95 -0.99 0.08
N 1.09 1.51 0.42
O -1.48 1.11 0.34
P -1.56 -0.48 -0.06
H 1.16 -1.38 -0.83
H 1.10 -1.66 0.88
H -0.64 1.76 0.35
H -1.82 -0.22 -1.46
```

gap between HOMO and LUMO	8.7	eV

Run R
Molecular formula: C2H4NOP
Method: DFT, ωB97M-V with the def2-TZVPD basis set

```
9
C2H4NOP (ωB97M-V with the def2-TZVPD basis set)
C 1.90 0.26 -0.28
C -1.69 -0.76 0.11
N 0.86 1.06 -0.19
O 1.94 -0.87 0.11
P -0.62 0.54 0.07
H 2.88 0.73 -0.60
H -2.82 -0.67 0.10
H -1.38 -1.80 -0.26
H -1.06 1.52 0.93
```

structure (SMILES)	C=[PH]=NC=O
gap between HOMO and LUMO (spin up / spin down)	9.0 / 9.0	eV

Going by the energies, run Q is most stable and the next is 0.422 eV up.

Run P
Molecular formula: C2H2FN3S
Method: DFT, ωB97M-V with the def2-TZVPD basis set

```
9
C2H2FN3S (ωB97M-V with the def2-TZVPD basis set)
C 1.40 0.02 -0.15
C -0.92 -1.51 -0.14
N 0.74 1.04 -0.19
N -1.57 -0.59 0.36
N -0.21 1.74 0.08
F 2.41 -0.38 -0.90
S -0.33 -2.84 -0.55
H -1.29 0.36 0.43
H -0.23 2.17 1.05
```

gap between HOMO and LUMO	8.2	eV

Run Q
Molecular formula: C2H2FN3S
Method: DFT, ωB97M-V with the def2-TZVPD basis set

```
9
C2H2FN3S (ωB97M-V with the def2-TZVPD basis set)
C -0.49 0.83 -0.35
C 0.39 -0.33 0.03
N -1.79 0.21 -0.15
N -0.33 -1.37 0.29
N -1.63 -0.99 0.11
F -0.08 1.88 0.41
S 2.08 -0.11 0.21
H -0.46 1.12 -1.41
H 2.31 -1.24 0.86
```

structure (SMILES)	F[C@@H]1N=NN=C1S
gap between HOMO and LUMO	9.3	eV

Going by the energies, run Q is most stable and the next is 2.226 eV up.

Run P
Molecular formula: C3H10NPS2
Method: DFT, ωB97M-V with the def2-TZVPD basis set

```
17
C3H10NPS2 (ωB97M-V with the def2-TZVPD basis set)
C -1.36 1.10 -0.75
C -1.15 -1.38 -0.81
C 1.51 -0.17 2.09
N -0.98 -0.12 -0.23
P 1.47 0.22 0.30
S 2.34 1.89 -0.41
S 2.43 -1.42 -0.45
H -0.94 1.40 -1.71
H -2.53 1.23 -1.02
H -1.25 1.94 -0.06
H -0.18 -1.89 -0.73
H -1.84 -1.87 -0.14
H -1.56 -1.45 -1.87
H 2.38 0.30 2.43
H 0.58 0.33 2.41
H 1.53 -1.29 2.12
H 3.12 -0.55 -1.20
```

gap between HOMO and LUMO (spin up / spin down)	7.1 / 7.5	eV

Run Q
Molecular formula: C3H10NPS2
Method: DFT, ωB97M-V with the def2-TZVPD basis set

```
17
C3H10NPS2 (ωB97M-V with the def2-TZVPD basis set)
C 1.05 0.78 -0.92
C 0.58 -1.50 -1.28
C 0.14 0.55 2.41
N 0.10 -0.24 -0.83
P -1.14 -0.25 0.30
S -2.35 -1.80 0.38
S -2.09 1.50 -0.45
H 2.09 0.48 -0.49
H 1.23 0.96 -1.95
H 0.64 1.67 -0.45
H 1.22 -1.24 -2.17
H 1.19 -2.16 -0.55
H -0.10 -2.11 -1.60
H -0.25 -0.09 3.26
H 1.26 0.56 2.43
H -0.19 1.60 2.20
H -3.38 1.28 -0.27
```

gap between HOMO and LUMO	7.9	eV

Going by the energies, run Q is most stable and the next is 0.245 eV up.

Run P
Molecular formula: C7H8N2O2
Method: DFT, ωB97M-V with the def2-TZVPD basis set

```
19
C7H8N2O2 (ωB97M-V with the def2-TZVPD basis set)
C -0.74 0.42 -2.04
C 0.66 0.61 -1.76
C -1.58 -0.23 -1.20
C -0.25 1.69 1.36
C 0.86 0.97 -0.51
C -0.15 -0.74 0.70
C 0.70 -1.89 1.03
N -1.05 -0.84 -0.15
N -0.18 0.37 1.75
O -0.34 2.67 2.06
O -0.07 1.86 0.01
H -1.12 0.73 -2.96
H 1.46 0.20 -2.50
H -2.50 -0.60 -1.58
H 1.87 1.14 -0.22
H 1.50 -1.73 1.76
H 0.94 -2.26 0.10
H 0.02 -2.64 1.46
H -0.04 0.29 2.69
```

structure (SMILES)	C/C1=N/C=C\C=C/OC(=O)N1
gap between HOMO and LUMO	8.2	eV

Run Q
Molecular formula: C7H8N2O2
Method: DFT, ωB97M-V with the def2-TZVPD basis set

```
19
C7H8N2O2 (ωB97M-V with the def2-TZVPD basis set)
C 2.81 0.38 -0.07
C 1.78 -0.58 0.11
C 2.28 1.60 -0.54
C 0.65 0.09 -0.27
C -3.09 0.14 0.57
C -1.72 0.70 0.53
C -0.84 -1.76 -0.29
N 0.93 1.40 -0.63
N -0.57 -0.36 -0.52
O -3.79 -0.42 -0.24
O -1.19 1.70 0.99
H 3.75 0.17 0.30
H 1.89 -1.58 0.54
H 2.78 2.60 -0.51
H -3.40 0.38 1.69
H -1.49 -2.05 0.55
H -1.13 -2.16 -1.25
H 0.14 -2.23 -0.06
H 0.23 1.99 -0.90
```

gap between HOMO and LUMO (spin up / spin down)	5.8 / 5.8	eV

Going by the energies, run P is most stable and the next is 0.435 eV up.

Run P
Molecular formula: C22H29N3O3
Method: DFT, ωB97M-V with the def2-TZVPD basis set

```
57
C22H29N3O3 (ωB97M-V with the def2-TZVPD basis set)
C 5.44 1.66 0.74
C 5.68 0.86 -0.53
H 5.08 1.27 -1.35
H 6.74 0.90 -0.81
O 5.44 -0.52 -0.37
C 4.19 -0.99 -0.05
C 4.19 -2.22 0.60
C 3.02 -2.86 0.95
C 1.80 -2.27 0.67
C 1.79 -1.04 0.03
C 2.95 -0.39 -0.35
O 2.95 0.80 -1.02
C 1.72 1.45 -1.26
C 2.02 2.75 -1.99
H 2.67 3.38 -1.39
H 1.09 3.28 -2.19
H 2.52 2.54 -2.93
H 1.05 0.82 -1.86
H 1.22 1.66 -0.30
H 0.83 -0.60 -0.21
C 0.49 -2.93 1.02
H 0.68 -3.85 1.57
H -0.07 -2.26 1.68
C -0.36 -3.20 -0.24
N -1.71 -2.69 -0.12
C -2.08 -1.50 -0.67
O -1.32 -0.81 -1.33
C -3.52 -1.18 -0.47
C -4.46 -2.15 -0.79
C -5.81 -1.86 -0.77
C -6.18 -0.56 -0.45
N -5.32 0.38 -0.11
C -4.01 0.10 -0.08
N -3.24 1.11 0.36
C -3.84 2.39 0.70
C -2.64 3.30 0.97
H -2.89 4.11 1.65
C -1.62 2.32 1.55
H -0.60 2.69 1.49
H -1.86 2.11 2.60
C -1.83 1.07 0.70
H -1.59 0.15 1.25
H -1.22 1.10 -0.20
H -2.27 3.71 0.04
H -4.47 2.73 -0.12
H -4.47 2.28 1.59
H -7.21 -0.25 -0.46
H -6.55 -2.60 -1.02
H -4.12 -3.13 -1.10
H -2.35 -3.17 0.48
H -0.41 -4.28 -0.43
H 0.08 -2.71 -1.10
H 3.06 -3.82 1.45
H 5.15 -2.67 0.81
H 6.01 1.23 1.56
H 4.39 1.64 1.01
H 5.75 2.69 0.60
```

structure (SMILES)	CCOc1ccc(CCNC(=O)c2cccnc2N2CCCC2)cc1OCC
gap between HOMO and LUMO	8.5	eV

Run Q
Molecular formula: C22H29N3O3
Method: DFT, ωB97M-V with the def2-TZVPD basis set

```
57
C22H29N3O3 (ωB97M-V with the def2-TZVPD basis set)
C -0.05 -0.31 -6.11
C 0.73 -0.69 -4.88
C 0.78 -0.02 -3.69
C 1.58 -0.27 -2.76
C 1.46 0.46 -1.65
C 2.56 0.19 -0.68
C 3.45 -0.83 -0.90
N 3.32 -1.84 -1.94
C 2.51 -1.47 -2.95
C 2.47 -2.12 -4.07
C 1.86 -1.92 -5.08
H 1.73 -2.54 -6.10
H 2.99 -2.95 -4.22
C 4.43 -1.47 0.32
H 3.74 -1.83 1.12
H 5.03 -2.18 -0.14
H 4.93 -0.48 0.50
H 2.68 0.76 0.28
C 0.80 1.56 -1.25
O 1.39 2.86 -1.41
N -0.54 1.35 -1.20
C -0.84 0.18 -0.89
H -1.93 0.05 -1.26
C -0.99 -0.01 0.68
O -0.11 -1.19 1.17
H 0.72 -0.46 1.04
C -1.39 1.37 1.34
N -1.65 1.15 2.85
C -0.67 1.33 3.77
C -0.42 -0.11 4.33
H 0.35 -0.27 5.16
C -1.78 -0.97 4.71
O -1.44 -2.19 5.30
H -1.17 -2.64 4.47
C -2.74 -0.83 3.56
C -2.79 0.47 3.23
H -3.71 0.42 2.24
H -3.25 1.33 3.97
H -3.61 -1.31 3.95
H -2.12 -1.52 2.78
H -2.11 -0.16 5.71
H 0.26 -0.64 3.43
H 0.19 1.78 3.41
H -1.22 1.89 4.58
C -2.08 2.08 0.44
C -1.49 2.57 -0.65
H -2.16 2.83 -1.54
H -0.87 3.53 -0.56
H -2.35 2.96 1.12
H -2.94 1.68 0.22
H -0.25 1.62 1.45
H -2.06 -0.77 0.91
H -0.53 -0.76 -1.11
H 0.11 1.03 -3.73
H 0.49 -0.03 -6.96
H -0.56 -1.11 -6.28
H -0.77 0.48 -6.02
```

gap between HOMO and LUMO	7.8	eV

Run R
Molecular formula: C22H29N3O3
Method: DFT, ωB97M-V with the def2-TZVPD basis set

```
57
C22H29N3O3 (ωB97M-V with the def2-TZVPD basis set)
C -1.40 -4.15 -0.86
O -1.57 -3.14 0.09
C -2.07 -1.93 -0.29
C -2.08 -0.93 0.67
C -2.61 0.35 0.35
C -2.69 1.40 1.29
C -3.17 2.63 0.94
C -3.59 2.89 -0.38
C -3.56 1.88 -1.30
C -3.08 0.60 -0.97
C -3.04 -0.44 -1.91
C -2.56 -1.68 -1.58
H -2.55 -2.46 -2.33
H -3.40 -0.25 -2.91
H -3.90 2.06 -2.31
H -3.95 3.87 -0.64
H -3.21 3.42 1.67
H -2.40 1.23 2.32
C -1.44 -1.19 2.02
N -0.23 -0.41 2.16
C 0.99 -0.90 1.83
O 1.21 -2.08 1.61
C 2.07 0.16 1.79
H 1.89 0.91 2.56
H 3.04 -0.31 1.98
C 2.10 0.92 0.43
N 2.40 0.14 -0.75
C 1.21 -0.41 -1.37
C 0.40 0.77 -1.91
N 0.10 1.65 -0.81
C 0.80 1.72 0.33
O 0.42 2.40 1.26
H -0.74 2.20 -0.84
H 0.99 1.29 -2.67
H -0.54 0.42 -2.35
H 0.59 -1.00 -0.68
H 1.50 -1.05 -2.20
C 3.53 -0.77 -0.69
H 3.43 -1.44 -1.55
C 4.90 -0.08 -0.81
C 5.46 0.46 0.51
H 5.43 -0.30 1.28
H 6.49 0.77 0.37
H 4.90 1.32 0.85
C 4.87 1.00 -1.88
H 5.86 1.43 -2.02
H 4.18 1.79 -1.60
H 4.54 0.59 -2.83
H 5.60 -0.87 -1.14
H 3.51 -1.41 0.21
H 2.89 1.68 0.53
H -0.33 0.59 2.23
H -1.16 -2.24 2.09
H -2.12 -0.94 2.84
H -2.36 -4.50 -1.26
H -0.76 -3.82 -1.69
H -0.91 -4.97 -0.33
```

structure (SMILES)	COc1ccc2ccccc2c1CNC(=O)C[C@@H]1C(=O)NCCN1CC(C)C
gap between HOMO and LUMO	8.4	eV

Going by the energies, run R is most stable and the next is 1.104 eV up.

Run P
Molecular formula: C3H5Br3Si
Method: DFT, ωB97M-V with the def2-TZVPD basis set

```
12
C3H5Br3Si (ωB97M-V with the def2-TZVPD basis set)
C 1.46 0.82 -0.52
C 0.41 0.00 -0.32
C -0.74 -0.08 -1.21
Si 0.28 -1.16 1.14
Br -1.74 -1.91 1.54
Br 1.65 -1.38 2.89
Br -2.08 1.90 2.06
H 2.24 1.00 0.23
H 1.68 1.31 -1.42
H -1.07 -1.13 -1.21
H -0.49 0.18 -2.22
H -1.60 0.45 -0.97
```

gap between HOMO and LUMO (spin up / spin down)	4.1 / 4.1	eV

Run Q
Molecular formula: C3H5Br3Si
Method: DFT, ωB97M-V with the def2-TZVPD basis set

```
12
C3H5Br3Si (ωB97M-V with the def2-TZVPD basis set)
C -1.25 -1.02 -0.62
C -0.42 0.01 -0.80
C 0.56 0.88 0.01
Si -0.57 0.94 -2.44
Br 1.17 1.83 -3.50
Br -1.89 -0.19 -3.88
Br -2.24 3.39 -1.56
H -1.77 -1.40 -1.40
H -1.38 -1.56 0.34
H 0.29 1.85 0.22
H 1.40 0.94 -0.54
H 0.83 0.35 0.85
```

gap between HOMO and LUMO	7.7	eV

Going by the energies, run Q is most stable and the next is 1.671 eV up.

Run P
Molecular formula: C3H10N2O2
Method: DFT, ωB97M-V with the def2-TZVPD basis set

```
17
C3H10N2O2 (ωB97M-V with the def2-TZVPD basis set)
O -2.56 -1.87 0.18
C -2.00 -2.35 -0.78
O -0.97 -1.83 -1.43
H -2.38 -3.30 -1.19
H -0.88 -0.85 -1.13
N -1.02 0.76 -0.48
C -0.01 0.90 0.61
C 1.48 0.83 0.10
N 2.38 0.48 1.24
H -0.92 1.46 -1.21
H -1.94 0.71 0.03
H -0.21 0.03 1.22
H -0.11 1.80 1.27
H 1.50 -0.03 -0.67
H 1.77 1.76 -0.41
H 3.29 0.21 0.85
H 2.57 1.31 1.80
```

total charge	+1
multiplicity	2
gap between HOMO and LUMO (spin up / spin down)	11.5 / 3.7	eV
expectation value of S²	0.757

Run Q
Molecular formula: C3H10N2O2
Method: DFT, ωB97M-V with the def2-TZVPD basis set

```
17
C3H10N2O2 (ωB97M-V with the def2-TZVPD basis set)
C -2.29 -0.46 -0.53
N -1.04 -0.24 -1.00
C -0.25 0.93 -0.79
C 1.13 0.15 -0.72
N 1.53 -0.93 -1.78
O -3.13 0.39 -0.11
H -2.54 -1.52 -0.46
H -0.64 -0.94 -1.62
H -0.15 1.57 -1.66
H -0.26 1.36 0.23
H 1.05 -0.36 0.32
H 2.03 0.80 -0.69
H 2.16 -1.52 -1.20
H 1.86 -0.42 -2.63
H -0.34 1.02 4.15
H 0.94 0.08 4.28
O -0.05 0.09 4.20
```

total charge	+1
multiplicity	2
gap between HOMO and LUMO (spin up / spin down)	10.2 / 5.1	eV
expectation value of S²	0.790

Going by the energies, run P is most stable and the next is 0.832 eV up.

Run P
Molecular formula: C5H10ClNS
Method: DFT, ωB97M-V with the def2-TZVPD basis set

```
18
C5H10ClNS (ωB97M-V with the def2-TZVPD basis set)
C -0.27 -1.80 2.37
C 0.59 -0.92 0.62
C 1.75 -0.14 -0.12
C 0.91 1.08 -0.44
C -0.30 0.41 0.46
H -0.57 -2.15 3.47
H -1.33 -1.35 2.07
H 0.01 -2.87 1.71
H 1.56 -1.94 1.77
H -0.06 -1.86 0.03
H 2.28 -0.54 -1.03
H 2.56 0.19 0.50
H 1.26 2.11 -0.38
H -0.54 0.92 1.50
H -2.50 -1.00 0.80
N 0.95 -1.13 1.97
S -1.93 0.33 -0.41
Cl 0.32 1.14 -2.06
```

gap between HOMO and LUMO	8.5	eV

Run Q
Molecular formula: C5H10ClNS
Method: DFT, ωB97M-V with the def2-TZVPD basis set

```
18
C5H10ClNS (ωB97M-V with the def2-TZVPD basis set)
C -1.54 1.68 -0.44
C -0.03 0.85 -0.54
C 0.97 0.75 0.69
C 0.90 -0.69 0.50
C -0.41 -0.58 -0.27
H -2.20 1.08 0.36
H -1.98 1.56 -1.58
H -1.54 2.89 0.00
H 1.99 1.11 0.22
H 0.51 1.21 1.57
H 1.48 -1.32 -0.34
H 1.34 -1.32 2.62
H 1.07 -2.54 1.50
H -1.39 -0.77 0.39
H 0.18 -1.58 -2.52
N 0.81 -1.51 1.70
S -0.84 -1.58 -1.70
Cl 0.67 0.76 -2.15
```

structure (SMILES)	C[C@@]1(Cl)C[C@@H](N)[C@@H]1S
gap between HOMO and LUMO	9.4	eV

Going by the energies, run Q is most stable and the next is 1.817 eV up.

Run P
Molecular formula: C13H18Si
Method: DFT, ωB97M-V with the def2-TZVPD basis set

```
32
C13H18Si (ωB97M-V with the def2-TZVPD basis set)
C -2.51 -2.76 -0.99
C -2.35 -1.55 -1.65
C -1.51 -3.11 -0.14
C -1.24 -0.73 -1.48
C -0.37 -2.30 0.05
C -0.32 -1.06 -0.55
C 1.65 0.27 -1.43
C 1.85 0.86 -2.55
C 2.28 -0.60 -0.50
C 0.80 -0.18 -0.37
C 0.71 0.78 2.95
C -1.68 1.30 0.93
C 1.13 2.96 0.73
Si 0.24 1.33 1.22
H -3.30 -3.47 -1.36
H -3.15 -1.18 -2.26
H -1.47 -4.15 0.20
H -1.29 0.32 -1.81
H 0.53 -2.68 0.70
H 1.10 1.34 -3.06
H 2.79 1.03 -3.03
H 2.69 -1.51 -0.72
H 2.94 -0.13 0.27
H -0.05 0.51 3.72
H 1.33 -0.19 2.93
H 1.37 1.49 3.38
H -2.08 1.96 1.70
H -1.99 1.60 -0.04
H -1.95 0.29 1.19
H 1.89 2.66 0.02
H 0.41 3.61 0.31
H 1.53 3.30 1.64
```

structure (SMILES)	C=C1C[C@@]1(c1ccccc1)[Si](C)(C)C
gap between HOMO and LUMO	8.9	eV

Run Q
Molecular formula: C13H18Si
Method: DFT, ωB97M-V with the def2-TZVPD basis set

```
32
C13H18Si (ωB97M-V with the def2-TZVPD basis set)
C 1.99 1.11 -2.37
C 2.35 1.38 -1.02
C -0.10 0.28 -1.59
C 0.29 0.61 -0.27
C 0.78 0.52 -2.65
C 1.47 1.17 0.10
C -1.43 -0.24 -1.62
C -1.92 -0.26 -0.39
C -0.94 0.33 0.61
C 0.28 0.21 -3.99
C 1.69 1.51 1.48
C 0.60 -1.94 2.16
C -2.55 -1.39 2.60
Si -0.86 -0.63 2.30
H 2.70 1.20 -3.16
H 3.43 1.59 -0.67
H -1.89 -0.53 -2.52
H -3.02 -0.45 -0.11
H -1.35 1.17 1.15
H 0.58 0.73 -4.93
H 0.35 -0.85 -4.24
H -0.84 0.59 -3.89
H 2.59 2.16 1.67
H 0.84 2.18 1.73
H 1.85 0.67 2.22
H 1.33 -1.32 1.59
H 1.14 -2.34 3.02
H 0.23 -2.76 1.49
H -2.52 -2.43 2.97
H -3.40 -0.87 3.10
H -3.08 -1.44 1.64
H -0.59 0.02 3.60
```

structure (SMILES)	Cc1ccc(C)c2c1C=C[C@H]2[SiH](C)C
gap between HOMO and LUMO	8.8	eV

Going by the energies, run Q is most stable and the next is 1.404 eV up.